Entry from the OMol25 dataset: the molecule C4H6O4 at a distorted geometry (wB97M-V/def2-TZVPD).

ORCA input file:
```
! RIJCOSX wB97M-V def2-TZVPD def2/J DEFGRID3
* xyz 0 1
O 2.50 -0.13 -0.17
C 1.44 0.44 0.21
O 0.92 1.58 -0.47
C 0.23 -0.04 1.09
C -0.24 -0.98 0.13
O 0.01 -0.96 -1.35
C -1.23 0.10 0.51
O -1.51 0.94 -0.57
H 0.00 1.73 -0.48
H 0.72 -0.20 2.09
H -0.53 -1.89 0.47
H 0.89 -0.87 -1.41
H -2.16 0.02 1.26
H -1.05 0.26 -1.31
*
```

**Frontier orbital gap**: 11.0 eV
**SMILES string**: O=C(O)[C@@H]1[C@H](O)[C@@H]1O
**ΔE to the lowest compared entry with this formula, charge and spin**: 489.1 kJ/mol
**LUMO level**: 0.6 eV
**HOMO level**: -0.3835 Eh



Entry from the OMol25 dataset: the molecule C4H6O4 at a distorted geometry (wB97M-V/def2-TZVPD).

ORCA input file:
```
! RIJCOSX wB97M-V def2-TZVPD def2/J DEFGRID3
* xyz 0 1
O 0.82 2.25 -0.19
C -0.27 1.78 0.10
C -0.38 0.29 0.28
O -1.65 0.19 0.92
C 0.59 -0.70 0.35
O 0.45 -1.70 1.24
C -0.09 -0.54 -0.96
O 0.76 -0.13 -2.01
H -1.42 2.37 0.18
H -1.77 -0.17 1.91
H 1.62 -0.33 0.28
H 0.58 -2.55 0.94
H -0.76 -1.26 -1.28
H 1.51 0.51 -1.77
*
```

**Frontier orbital gap**: 9.6 eV
**SMILES string**: O=CC1(O)[C@@H](O)[C@@H]1O
**ΔE to the lowest compared entry with this formula, charge and spin**: 452.4 kJ/mol
**LUMO level**: 0.5 eV
**HOMO level**: -0.3339 Eh



Entry from the OMol25 dataset: a structure of composition C4H6O4 at a distorted geometry (wB97M-V/def2-TZVPD).

ORCA input file:
```
! RIJCOSX wB97M-V def2-TZVPD def2/J DEFGRID3
* xyz 0 1
C 0.87 0.69 -0.46
C 0.57 0.31 0.97
C -0.31 1.12 1.65
O 2.03 0.13 -0.86
O 0.25 1.49 -1.14
H 2.17 0.43 -1.78
H 1.46 -0.04 1.48
H -0.64 0.86 2.65
H -0.89 1.88 1.13
C -0.73 -1.53 -0.62
O -1.97 -1.01 -0.60
O -0.26 -2.11 -1.56
H -2.32 -1.07 -1.51
H -0.21 -1.14 0.64
*
```

**Frontier orbital gap**: 9.1 eV
**ΔE to the lowest compared entry with this formula, charge and spin**: 305.9 kJ/mol
**LUMO level**: -0.3 eV
**HOMO level**: -0.3457 Eh



Entry from the OMol25 dataset: a cluster of 2 separate species, C4H6O4P in total at a distorted geometry (wB97M-V/def2-TZVPD).

ORCA input file:
```
! RIJCOSX wB97M-V def2-TZVPD def2/J DEFGRID3
* xyz -1 1
C -0.04 -1.42 2.68
C -0.75 -1.15 1.57
C -1.64 1.72 -1.42
C 2.02 0.04 -2.20
O -0.67 2.18 -1.98
O -2.85 1.83 -1.41
O 3.21 0.16 -2.33
O -1.29 0.81 -0.22
P -0.04 0.07 0.43
H 0.63 -0.81 3.16
H -0.20 -2.48 3.04
H 1.34 0.92 -2.50
H 1.44 -0.88 -1.65
H -1.51 -1.88 1.33
H 0.34 0.88 1.50
*
```

**Frontier orbital gap**: 8.2 eV
**ΔE to the lowest compared entry with this formula, charge and spin**: 475.3 kJ/mol
**LUMO level**: 3.6 eV
**HOMO level**: -0.1691 Eh



Entry from the OMol25 dataset: a cluster of 2 separate species, C4H6O8S2 in total at a distorted geometry (wB97M-V/def2-TZVPD).

ORCA input file:
```
! RIJCOSX wB97M-V def2-TZVPD def2/J DEFGRID3
* xyz -2 1
C 0.75 0.41 -0.67
C 0.88 0.37 -1.87
C 0.42 0.62 0.72
C -1.08 0.50 1.04
O 0.81 1.80 -3.95
O -2.83 1.79 2.53
O 0.05 -0.48 -4.11
O 2.45 0.06 -3.91
O -0.51 2.57 2.62
O -1.16 0.31 3.51
O 1.41 -2.58 -3.71
O -1.49 -0.75 1.33
S 1.08 0.41 -3.57
S -1.44 1.41 2.57
H 0.59 -2.15 -4.08
H 1.01 0.01 1.47
H 0.75 1.73 0.90
H -1.66 0.84 0.19
H 1.99 -1.78 -3.93
H -1.42 -0.83 2.30
*
```

**Frontier orbital gap**: 8.9 eV
**ΔE to the lowest compared entry with this formula, charge and spin**: 0.0 kJ/mol
**LUMO level**: 5.6 eV
**HOMO level**: -0.1209 Eh



Entry from the OMol25 dataset: a cluster of 2 separate species, C4H6OS in total at a distorted geometry (wB97M-V/def2-TZVPD).

ORCA input file:
```
! RIJCOSX wB97M-V def2-TZVPD def2/J DEFGRID3
* xyz 0 1
C -0.53 -0.65 1.69
C -0.80 -0.92 0.39
S 0.19 -1.22 -1.08
O 1.64 -1.22 -0.35
H -1.33 -0.57 2.36
H 0.46 -0.52 1.89
H -1.86 -1.08 0.10
H 1.42 -1.73 0.43
C -0.10 2.17 -0.88
C 0.35 1.78 -1.92
H -0.39 2.28 0.15
H 0.96 1.66 -2.79
*
```

**Frontier orbital gap**: 9.0 eV
**SMILES string**: C=CSO.C#C
**ΔE to the lowest compared entry with this formula, charge and spin**: 438.7 kJ/mol
**LUMO level**: 0.7 eV
**HOMO level**: -0.3066 Eh



Entry from the OMol25 dataset: a structure of composition C4H6OS at a distorted geometry (wB97M-V/def2-TZVPD).

ORCA input file:
```
! RIJCOSX wB97M-V def2-TZVPD def2/J DEFGRID3
* xyz 0 1
C 0.27 0.71 -0.91
C 1.25 -1.02 -0.25
C 0.61 -0.62 1.06
C -0.49 -0.01 1.33
H 1.09 1.01 -0.17
H 0.01 1.35 -1.87
H 1.25 -2.07 -0.19
H 2.37 -0.56 -0.30
H 1.36 -1.08 1.90
H -1.06 -0.15 2.36
O 0.45 -0.63 -1.38
S -1.16 0.76 0.12
*
```

**Frontier orbital gap**: 9.1 eV
**ΔE to the lowest compared entry with this formula, charge and spin**: 350.2 kJ/mol
**LUMO level**: 0.8 eV
**HOMO level**: -0.3020 Eh



Entry from the OMol25 dataset: a cluster of 2 separate species, C4H6OS in total at a distorted geometry (wB97M-V/def2-TZVPD).

ORCA input file:
```
! RIJCOSX wB97M-V def2-TZVPD def2/J DEFGRID3
* xyz 0 1
C -1.68 0.29 1.13
C -0.68 0.96 0.70
C 0.26 1.78 0.32
H -1.62 -0.85 1.34
H -2.70 0.58 1.55
H 1.10 2.16 0.98
H 0.52 1.92 -0.73
O 0.77 -0.57 -1.61
C 0.86 -1.77 -1.13
S 1.56 -2.16 0.28
H 1.12 0.11 -0.98
H 0.47 -2.44 -1.84
*
```

**Frontier orbital gap**: 9.5 eV
**SMILES string**: C=C=C.OC=S
**ΔE to the lowest compared entry with this formula, charge and spin**: 293.7 kJ/mol
**LUMO level**: 0.5 eV
**HOMO level**: -0.3299 Eh